C44H36BrN4O5Ru as an isolated structure. Source: OMol25; level of theory: ωB97M-V with the def2-TZVPD basis set.

Element x y z (Å)
Ru (-0.00037, 0.17572, -0.71264)
O (-0.33138, 2.05522, 0.03325)
C (0.38936, 2.92283, 0.85127)
C (1.90667, 2.62652, 0.71719)
C (2.31793, 1.32688, 1.33820)
C (3.11250, 1.28477, 2.47147)
C (3.47780, 0.06101, 3.00339)
C (3.05382, -1.09437, 2.37886)
C (2.26562, -0.99549, 1.24209)
C (1.75927, -2.21863, 0.54311)
C (0.26646, -2.47981, 0.87542)
O (-0.52259, -1.50689, 0.25738)
C (0.12031, -2.44875, 2.39960)
C (-0.30395, -1.28887, 3.03817)
C (-0.33050, -1.21453, 4.42595)
C (0.06129, -2.30561, 5.19167)
C (0.47843, -3.47022, 4.56068)
C (0.50788, -3.53902, 3.17360)
C (-0.20312, -3.82276, 0.30060)
C (-1.46715, -4.28298, 0.66991)
C (-2.00410, -5.42655, 0.10294)
C (-1.28554, -6.13387, -0.85641)
C (-0.03376, -5.68104, -1.23845)
C (0.50250, -4.53047, -0.66382)
N (1.89975, 0.19574, 0.74481)
C (0.15123, 4.34736, 0.31096)
C (0.36599, 4.56473, -1.05022)
C (0.15507, 5.80985, -1.62066)
C (-0.28509, 6.87081, -0.83589)
C (-0.51162, 6.66470, 0.51452)
C (-0.29691, 5.41127, 1.08423)
C (-0.07135, 2.80599, 2.30685)
C (0.67566, 3.31876, 3.36441)
C (0.21920, 3.23338, 4.67295)
C (-1.00507, 2.63832, 4.94574)
C (-1.76289, 2.13145, 3.89793)
C (-1.29637, 2.21300, 2.59034)
H (2.50312, 3.44298, 1.12292)
H (2.09682, 2.57447, -0.35675)
H (3.44709, 2.20769, 2.92514)
H (4.09035, 0.01098, 3.89556)
H (3.31338, -2.07195, 2.76287)
H (2.36551, -3.07946, 0.82523)
H (1.83341, -2.06847, -0.53540)
H (-0.60913, -0.43793, 2.44299)
H (-0.65241, -0.29728, 4.90337)
H (0.03815, -2.25089, 6.27342)
H (0.77747, -4.32888, 5.14971)
H (0.83431, -4.45225, 2.68651)
H (-2.03379, -3.72384, 1.40625)
H (-2.98748, -5.76647, 0.40491)
H (-1.70212, -7.02860, -1.30265)
H (0.53145, -6.21525, -1.99295)
H (1.47632, -4.19352, -0.99670)
H (0.68754, 3.73496, -1.66778)
H (0.33266, 5.95454, -2.68069)
H (-0.45352, 7.84601, -1.27585)
H (-0.86543, 7.47989, 1.13430)
H (-0.49462, 5.27039, 2.13808)
H (1.61906, 3.81755, 3.16983)
H (0.81907, 3.63626, 5.48031)
H (-1.36523, 2.57390, 5.96535)
H (-2.72271, 1.66857, 4.09597)
H (-1.88218, 1.81937, 1.77057)
O (-3.59406, 4.44463, -4.09935)
C (-2.78184, 3.50021, -3.57877)
C (-1.47692, 3.29335, -4.01476)
C (-0.73408, 2.30318, -3.40609)
N (-1.21338, 1.54061, -2.42644)
C (-2.45835, 1.74887, -2.04560)
Br (-3.06108, 0.57696, -0.68705)
C (-3.29988, 2.70325, -2.56751)
H (-3.13265, 4.93245, -4.79127)
H (-1.04691, 3.89830, -4.80443)
H (0.29047, 2.10560, -3.70141)
H (-4.31230, 2.83847, -2.21554)
O (1.63653, -0.09028, -2.18082)
N (1.58734, -1.05742, -3.03595)
N (0.43537, -1.56727, -3.13691)
O (-0.59914, -1.15672, -2.47432)
C (0.27497, -2.72935, -3.98573)
C (1.19344, -3.01727, -4.98394)
C (1.00637, -4.15421, -5.75292)
C (-0.08234, -4.98829, -5.52624)
C (-0.98800, -4.68147, -4.52099)
C (-0.81527, -3.54454, -3.74308)
H (2.03689, -2.36122, -5.14672)
H (1.71508, -4.38888, -6.53696)
H (-0.22260, -5.87352, -6.13370)
H (-1.83346, -5.33083, -4.33260)
H (-1.49632, -3.28585, -2.94479)

Expectation value of S²   8.760
Spin multiplicity   6
Charge   0
HOMO (spin up / spin down)   -7.74 / -8.18 eV
Maximum force   0.7 eV Å⁻¹
HOMO-LUMO gap (spin up / spin down)   8.168 / 7.816 eV